The following is a DFT calculation (ωB97M-V with the def2-TZVPD basis set) of C25H17Cl4IO2RuSSb as an isolated structure.

Its LUMO energy (spin up / spin down) is -5.5 / -5.4 eV. The calculation puts the frontier orbital gap (spin up / spin down) at 0.1920 / 0.2051 Ha. The HOMO energy (spin up / spin down) is -10.8 / -11.0 eV.

The geometry in ORCA input format:
```
! wB97M-V def2-TZVPD RIJCOSX def2/J DEFGRID3
* xyz 1 1
Ru 1.362 -1.041 -2.383
Cl -4.326 -4.281 -3.721
C -2.708 -3.742 -3.727
C -1.775 -4.363 -4.640
Cl -2.323 -5.628 -5.646
C -0.474 -3.941 -4.699
Cl 0.698 -4.604 -5.745
C -0.065 -2.902 -3.822
O 1.124 -2.386 -3.784
C -0.961 -2.334 -2.898
O -0.470 -1.396 -2.136
C -2.315 -2.738 -2.884
Cl -3.370 -1.935 -1.799
S 1.704 0.988 -1.402
Sb 0.500 1.189 0.585
C 0.974 3.100 1.237
C 2.256 3.595 1.011
C 2.586 4.863 1.465
C 1.640 5.626 2.136
C 0.365 5.129 2.362
C 0.026 3.861 1.914
C 1.324 -0.236 1.855
C 0.573 -1.032 2.715
C 1.215 -1.961 3.522
C 2.595 -2.088 3.476
C 3.343 -1.291 2.622
C 2.712 -0.363 1.809
C -1.559 1.132 0.380
C -2.355 0.102 0.872
C -3.735 0.185 0.744
C -4.309 1.267 0.096
C -3.513 2.277 -0.425
C -2.136 2.219 -0.279
H 2.993 3.011 0.472
H 3.578 5.254 1.291
H 1.899 6.617 2.481
H -0.367 5.728 2.885
H -0.971 3.477 2.097
H -0.499 -0.932 2.784
H 0.635 -2.583 4.189
H 3.091 -2.807 4.113
H 4.419 -1.392 2.586
H 3.304 0.249 1.137
H -1.924 -0.761 1.356
H -4.358 -0.605 1.140
H -5.384 1.320 -0.013
H -3.964 3.116 -0.936
H -1.524 3.025 -0.669
I 3.179 -3.900 -1.854
C 2.365 -2.124 -1.015
H 3.210 -1.535 -0.662
H 1.717 -2.431 -0.194
*
```

---

The following is a DFT calculation (ωB97M-V with the def2-TZVPD basis set) of a 2-piece molecular cluster, H4O2 overall.

The SMILES is O.O. Its LUMO energy is 0.6 eV. The value obtained for the energy relative to the best compared isomer or geometry (same formula, charge and spin) is 26.95 kJ/mol. The calculation puts the frontier orbital gap at 0.4367 Ha. The HOMO energy is -11.3 eV.

The geometry in ORCA input format:
```
! wB97M-V def2-TZVPD RIJCOSX def2/J DEFGRID3
* xyz 0 1
O -0.964 -1.155 0.510
H -0.376 -0.642 1.088
H -0.644 -1.025 -0.409
O 0.795 1.162 -0.455
H 1.028 0.882 -1.335
H 1.342 0.735 0.219
*
```

---

The following is a DFT calculation (ωB97M-V with the def2-TZVPD basis set) of a 3-piece molecular cluster, C27H57N3O3 overall.

The SMILES is CC1(C)CCCC(C)(C)N1O.CC1(C)CCCC(C)(C)N1O.CC1(C)CCCC(C)(C)N1O. Its LUMO energy is 0.6 eV. The value obtained for the energy relative to the best compared isomer or geometry (same formula, charge and spin) is 54.24 kJ/mol. The calculation puts the frontier orbital gap at 0.3258 Ha. The HOMO energy is -8.2 eV.

The geometry in ORCA input format:
```
! wB97M-V def2-TZVPD RIJCOSX def2/J DEFGRID3
* xyz 0 1
C 1.854 -2.529 -0.799
C 1.731 -3.843 0.002
C 0.705 -3.700 1.125
C 1.238 -5.023 -0.864
C 2.248 -5.492 -1.912
C 3.588 -5.829 -1.262
C 4.082 -4.680 -0.379
C 5.183 -5.339 0.492
C 4.743 -3.495 -1.071
N 2.999 -4.345 0.561
O 3.403 -3.645 1.723
H 0.870 -2.051 -0.753
H 2.570 -1.810 -0.418
H 1.989 -2.726 -1.862
H -0.278 -3.427 0.738
H 0.582 -4.610 1.713
H 1.022 -2.912 1.811
H 1.041 -5.924 -0.275
H 0.274 -4.748 -1.303
H 1.799 -6.260 -2.547
H 2.358 -4.673 -2.638
H 4.317 -5.988 -2.066
H 3.627 -6.775 -0.723
H 5.669 -4.608 1.142
H 5.953 -5.766 -0.152
H 4.818 -6.127 1.153
H 4.579 -2.570 -0.526
H 4.445 -3.362 -2.115
H 5.825 -3.626 -1.161
H 3.299 -4.335 2.385
C -3.404 1.494 0.654
C -3.626 1.219 -0.872
C -4.083 2.525 -1.533
C -2.278 0.853 -1.493
C -1.822 -0.546 -1.179
C -2.872 -1.525 -1.679
C -4.251 -1.248 -1.025
C -5.276 -2.101 -1.813
C -4.369 -1.610 0.485
N -4.594 0.202 -1.262
O -5.859 0.486 -0.658
H -2.977 2.480 0.790
H -4.414 1.432 1.080
H -2.969 0.618 1.135
H -3.318 3.296 -1.431
H -4.275 2.273 -2.576
H -5.002 2.888 -1.075
H -2.293 1.045 -2.574
H -1.512 1.556 -1.144
H -0.854 -0.794 -1.616
H -1.779 -0.620 -0.088
H -2.538 -2.536 -1.421
H -2.960 -1.522 -2.767
H -4.963 -3.139 -1.707
H -5.218 -1.859 -2.872
H -6.236 -1.932 -1.328
H -3.398 -1.733 0.967
H -5.088 -2.419 0.579
H -4.785 -0.766 1.033
H -6.479 0.181 -1.330
C -0.459 5.297 2.865
C 0.423 5.573 1.625
C -0.063 6.863 0.951
C 1.846 5.712 2.149
C 2.545 4.398 2.418
C 2.554 3.575 1.144
C 1.150 3.297 0.550
C 1.377 2.931 -0.924
C 0.548 2.072 1.262
N 0.325 4.506 0.618
O -1.021 4.243 0.262
H -0.556 6.165 3.521
H -1.489 5.131 2.526
H -0.233 4.438 3.498
H -0.262 7.595 1.738
H 0.634 7.292 0.235
H -1.030 6.658 0.491
H 2.509 6.229 1.443
H 1.829 6.302 3.067
H 3.581 4.630 2.676
H 2.097 3.940 3.305
H 3.077 2.615 1.182
H 3.217 4.100 0.445
H 2.037 3.679 -1.368
H 0.465 2.904 -1.525
H 1.858 1.958 -1.037
H 1.187 1.207 1.119
H -0.448 1.931 0.826
H 0.282 2.263 2.304
H -1.025 4.508 -0.666
*
```

---

The following is a DFT calculation (ωB97M-V with the def2-TZVPD basis set) of a 7-piece molecular cluster, C22H61N3O7 overall.

The SMILES is COC[C@H](C)N.COC[C@H](C)N.COC[C@H](C)N.CC(C)O.CC(C)O.CC(C)O.CO. Its LUMO energy is 0.4 eV. The value obtained for the energy relative to the best compared isomer or geometry (same formula, charge and spin) is 97.26 kJ/mol. The calculation puts the frontier orbital gap at 0.3482 Ha. The HOMO energy is -9.1 eV.

The geometry in ORCA input format:
```
! wB97M-V def2-TZVPD RIJCOSX def2/J DEFGRID3
* xyz 0 1
C -9.477 4.666 -9.687
O -8.237 5.379 -9.618
C -7.111 4.559 -9.380
C -5.887 5.488 -9.010
C -5.546 6.606 -9.976
N -4.713 4.653 -8.992
H -9.876 4.644 -8.673
H -9.383 3.686 -10.155
H -10.235 5.156 -10.298
H -7.312 3.977 -8.481
H -6.858 3.900 -10.210
H -6.102 5.952 -8.047
H -6.155 7.495 -9.814
H -5.510 6.357 -11.037
H -4.526 6.894 -9.721
H -3.906 5.242 -8.847
H -4.561 4.354 -9.945
C -4.974 -0.749 -0.185
O -4.107 -0.197 0.838
C -3.252 0.866 0.412
C -2.309 1.311 1.558
C -3.038 2.262 2.492
N -1.196 2.044 0.993
H -5.551 -1.624 0.113
H -4.346 -1.009 -1.037
H -5.721 0.014 -0.405
H -2.613 0.633 -0.440
H -3.983 1.643 0.190
H -2.032 0.503 2.235
H -2.386 2.603 3.296
H -3.938 1.769 2.858
H -3.358 3.146 1.941
H -0.716 1.439 0.343
H -1.453 2.812 0.389
C -0.102 1.730 -7.779
O -0.106 0.288 -7.711
C -1.401 -0.228 -7.509
C -1.515 -1.767 -7.828
C -1.113 -2.173 -9.252
N -2.905 -2.206 -7.792
H -0.386 2.106 -8.762
H 0.928 2.049 -7.619
H -0.567 2.150 -6.888
H -1.742 0.057 -6.514
H -2.064 0.268 -8.219
H -0.913 -2.275 -7.076
H -1.158 -3.250 -9.412
H -0.087 -1.862 -9.450
H -1.755 -1.722 -10.009
H -3.235 -2.383 -6.855
H -2.915 -3.145 -8.164
C -8.086 9.660 -3.749
C -8.997 8.446 -3.707
C -8.459 7.203 -4.410
O -9.102 8.119 -2.313
H -8.695 10.516 -3.459
H -7.772 9.762 -4.787
H -7.203 9.577 -3.116
H -9.957 8.792 -4.089
H -7.626 6.736 -3.885
H -8.107 7.512 -5.393
H -9.224 6.441 -4.557
H -9.493 8.857 -1.839
C -8.670 -4.039 -3.739
C -8.802 -2.602 -4.149
C -8.146 -2.132 -5.459
O -10.113 -2.298 -4.289
H -8.837 -4.722 -4.572
H -9.329 -4.264 -2.901
H -7.678 -4.301 -3.370
H -8.476 -1.903 -3.379
H -8.342 -2.803 -6.295
H -7.077 -1.939 -5.364
H -8.554 -1.142 -5.664
H -10.539 -2.682 -3.519
C -3.445 6.758 -2.171
C -2.144 6.025 -1.901
C -1.450 6.380 -0.593
O -2.279 4.665 -2.103
H -3.348 7.820 -1.946
H -4.240 6.340 -1.554
H -3.790 6.673 -3.201
H -1.454 6.314 -2.694
H -1.545 7.461 -0.485
H -0.389 6.134 -0.634
H -1.859 5.898 0.294
H -2.626 4.511 -2.985
C -4.993 2.257 -5.258
O -3.922 3.127 -5.402
H -5.196 1.643 -6.135
H -4.788 1.607 -4.407
H -5.902 2.770 -4.943
H -3.983 3.590 -6.241
*
```

---

The following is a DFT calculation (ωB97M-V with the def2-TZVPD basis set) of a 2-piece molecular cluster, C5H6FNO2 overall.

The SMILES is C=C(F)C#N.COC=O. Its LUMO energy is 0.3 eV. The value obtained for the energy relative to the best compared isomer or geometry (same formula, charge and spin) is 172.60 kJ/mol. The calculation puts the frontier orbital gap at 0.4018 Ha. The HOMO energy is -10.6 eV.

The geometry in ORCA input format:
```
! wB97M-V def2-TZVPD RIJCOSX def2/J DEFGRID3
* xyz 0 1
C -0.243 2.320 2.252
C 0.802 2.238 1.440
F 1.846 1.454 1.826
C 1.017 3.026 0.185
N 1.069 3.242 -0.935
H -1.130 2.839 1.935
H -0.327 1.795 3.168
C -0.987 -2.049 -1.637
O 0.328 -1.524 -1.278
C 0.535 -1.265 0.039
O -0.156 -1.238 0.998
H -0.913 -2.336 -2.630
H -1.753 -1.264 -1.625
H -1.106 -2.848 -0.947
H 1.540 -0.951 -0.019
*
```

---

The following is a DFT calculation (ωB97M-V with the def2-TZVPD basis set) of C3H2S2 in the gas phase.

Its LUMO energy (spin up / spin down) is -2.1 / -2.0 eV. The value obtained for the energy relative to the best compared isomer or geometry (same formula, charge and spin) is 248.04 kJ/mol. The calculation puts the frontier orbital gap (spin up / spin down) at 0.2586 / 0.2503 Ha. The HOMO energy (spin up / spin down) is -9.1 / -8.8 eV.

The geometry in ORCA input format:
```
! wB97M-V def2-TZVPD RIJCOSX def2/J DEFGRID3
* xyz 0 1
C -1.059 -1.169 0.083
C -2.294 -1.547 0.159
C -0.176 -0.254 -0.289
S -3.572 -0.420 -0.089
S -2.563 1.312 0.010
H 0.399 -0.202 -1.213
H 0.354 0.345 0.426
*
```

---

The following is a DFT calculation (ωB97M-V with the def2-TZVPD basis set) of an isolated ion of composition C3H11NP and charge +1.

Its LUMO energy is -3.4 eV. The value obtained for the energy relative to the best compared isomer or geometry (same formula, charge and spin) is 337.25 kJ/mol. The calculation puts the frontier orbital gap at 0.3760 Ha. The HOMO energy is -13.6 eV.

The geometry in ORCA input format:
```
! wB97M-V def2-TZVPD RIJCOSX def2/J DEFGRID3
* xyz 1 1
C 0.217 -0.256 -1.783
C -0.736 1.779 0.805
C -0.139 -1.392 0.427
N 0.737 -1.131 -0.644
P 0.241 0.227 1.300
H 0.234 0.759 -1.458
H 0.997 -0.392 -2.469
H -0.815 -0.431 -2.108
H -0.083 2.665 0.757
H -1.159 1.422 -0.111
H -1.602 1.858 1.446
H 0.262 -2.243 1.041
H -1.193 -1.577 0.278
H 1.266 -1.910 -0.890
H 0.326 0.146 2.780
H 1.448 0.476 0.630
*
```

---

The following is a DFT calculation (ωB97M-V with the def2-TZVPD basis set) of a 2-piece molecular cluster, C4H12S2 overall.

The SMILES is CCS.CCS. Its LUMO energy is 0.8 eV. The value obtained for the energy relative to the best compared isomer or geometry (same formula, charge and spin) is 96.36 kJ/mol. The calculation puts the frontier orbital gap at 0.3581 Ha. The HOMO energy is -9.0 eV.

The geometry in ORCA input format:
```
! wB97M-V def2-TZVPD RIJCOSX def2/J DEFGRID3
* xyz 0 1
C 1.633 -2.611 -0.035
C 0.655 -1.418 -0.106
S -0.710 -2.119 -0.993
H 1.162 -3.557 0.279
H 2.481 -2.400 0.638
H 2.021 -2.734 -1.060
H 0.306 -0.938 0.829
H 1.028 -0.619 -0.775
H 0.034 -2.787 -1.899
C -1.062 1.249 0.027
C -0.664 2.350 0.976
S -1.469 3.968 0.654
H -0.957 1.672 -0.986
H -2.116 0.961 0.181
H -0.437 0.343 0.097
H -0.809 2.003 2.017
H 0.409 2.589 0.847
H -1.504 4.047 -0.693
*
```

---

For each record above, in turn, the calculated E_tot values are -3984.8052, -152.8647, -1452.7860, -1565.5855, -499.1465, -911.7106, -516.6863, -955.9278 Ha.